14
Properties=species:S:1:pos:R:3 method="wB97M-V/def2-TZVPD" lumo_ev="-11.52 / -11.59" relative_energy_kcal_mol=195.92 total_charge=+2
C -1.24430 -0.03489 1.43147
C 1.69630 0.90641 -0.51530
N -1.89139 -0.63307 0.31079
N 1.41315 0.02894 -1.59880
N -0.58124 -0.80744 0.40608
N 0.37994 0.44539 -0.91693
H -1.12097 1.04651 1.39716
H -1.35449 -0.44540 2.43470
H 2.08584 0.52052 0.42253
H 2.02454 1.91017 -0.78461
H -2.62742 -1.33596 0.24398
H 1.72199 -0.85287 -1.99835
H -0.08072 -1.69715 0.48756
H -0.42124 0.94883 -1.32028

=====

65
Properties=species:S:1:pos:R:3 method="wB97M-V/def2-TZVPD" lumo_ev=-2.58 total_charge=+1
C 5.65669 1.23708 -2.50796
O 5.94362 -0.17285 -2.61194
B 5.13018 -0.94778 -1.83515
O 5.67377 -1.87002 -0.95566
N 3.62789 -0.86643 -1.94478
C 3.05916 -1.40385 -3.03230
N 1.72344 -1.25193 -2.99168
C 1.53513 -0.58409 -1.81086
N 0.29356 -0.24370 -1.43485
C -0.09804 0.50025 -0.22539
C 0.02875 2.06997 -0.36092
C -1.31368 2.80885 -0.14642
N -1.27436 4.14681 0.43786
O -2.37558 2.36850 -0.41823
P -1.05071 -0.75020 -2.54351
N -1.85050 -2.09506 -1.76881
O -2.13696 0.49753 -2.64718
N 2.68462 -0.33480 -1.12342
C 2.99446 0.28613 0.14638
C 2.80522 -0.72987 1.34321
N 4.00194 -0.81523 2.19968
H 4.57231 1.47398 -2.56619
H 6.12556 1.78807 -3.34516
H 6.10615 1.60447 -1.56292
H 5.33389 -2.73454 -1.25139
H 3.67600 -1.85975 -3.81120
H 0.43291 0.17509 0.69052
H -1.17274 0.31395 -0.01844
H 0.70020 2.40374 0.46084
H 0.53669 2.30052 -1.31599
H -1.02121 4.06070 1.42384
H -0.54079 4.69831 -0.00996
H -2.76570 -1.81805 -1.40863
H -1.26246 -2.50500 -1.04497
H -2.67594 0.36021 -3.44799
H 4.02476 0.67416 0.23986
H 2.33414 1.13498 0.39383
H 2.55010 -1.72039 0.90899
H 1.96079 -0.37712 2.00295
H 4.47666 0.08005 2.27984
H 3.71556 -1.08453 3.13877
C -6.43406 -0.43783 -2.95648
O -5.58570 -0.90300 -3.69885
N -6.27906 0.67684 -2.21636
C -7.32060 1.18592 -1.34521
C -5.01580 1.38402 -2.30458
H -7.42130 -0.91146 -2.82996
H -7.59382 2.19544 -1.65882
H -6.95107 1.21568 -0.31794
H -8.20323 0.54977 -1.38717
H -4.84803 1.69075 -3.34026
H -4.21539 0.71490 -2.00605
H -5.02054 2.25998 -1.66012
C 0.02136 -0.26995 4.50420
O 0.17546 0.20288 3.38408
N 0.21004 -1.56000 4.84322
C 0.00638 -2.04132 6.19886
C 0.62933 -2.49761 3.81845
H -0.29818 0.35373 5.35277
H 0.93887 -2.46503 6.57592
H -0.76517 -2.81313 6.19604
H -0.30544 -1.22958 6.85338
H 1.58036 -2.16330 3.40201
H -0.11677 -2.51200 3.02141
H 0.74101 -3.49632 4.23358

=====

10
Properties=species:S:1:pos:R:3 method="wB97M-V/def2-TZVPD" lumo_ev=0.52 relative_energy_kcal_mol=14.06
C -0.10690 -0.37245 0.16639
C 2.32437 -2.88724 1.87801
C -0.94905 -0.10968 -0.97038
N 0.68433 -0.69786 0.93379
O 2.75186 -3.62677 1.14849
I 2.64609 0.09981 3.90009
H 1.56747 -0.77658 2.94712
H -1.45380 0.89612 -0.85669
H -1.63718 -0.85042 -0.88418
H -0.19754 -0.13751 -1.80377

=====

98
Properties=species:S:1:pos:R:3 method="wB97M-V/def2-TZVPD" lumo_ev=-9.51 total_charge=+4
Rb 0.02773 -4.89045 2.52290
Rb -4.43803 -3.53931 2.80443
Rb -1.43651 -0.76055 5.24083
S -1.57004 -1.86146 1.91131
O -0.65212 -2.51586 0.94702
O -1.72432 -2.76034 3.01742
O -1.05933 -0.56254 2.44098
O -2.83581 -1.71647 1.26906
C -3.41935 -6.22701 -4.86593
C -2.33736 -5.53353 -4.16447
C -2.53011 -4.02539 -4.09105
C -1.28796 -3.45051 -3.39283
N -1.42760 -2.02887 -2.87833
C -1.68332 -1.01774 -4.04271
C -1.07913 0.25729 -3.64722
C 0.28094 -0.17444 -2.95383
C -0.03089 -1.52956 -2.32807
C -2.44391 -1.83098 -1.73424
H -4.32946 -5.91746 -4.35214
H -3.35882 -7.30642 -4.72700
H -3.68749 -5.81129 -5.83721
H -1.33015 -5.80911 -4.47701
H -2.31158 -5.98269 -3.17166
H -3.48041 -3.93701 -3.56454
H -2.68014 -3.63969 -5.09943
H -0.39512 -3.42346 -4.01750
H -0.87098 -3.96091 -2.52466
H -2.75561 -0.84521 -4.13495
H -1.16326 -1.37383 -4.93200
H -1.77068 0.64751 -2.90050
H -0.85493 0.90011 -4.49847
H 0.53331 0.48173 -2.12085
H 1.15830 -0.19448 -3.60029
H 0.04517 -1.57985 -1.24189
H 0.70813 -2.30510 -2.52925
H -2.26405 -0.85200 -1.29002
H -2.41398 -2.57271 -0.93609
H -3.46057 -1.67887 -2.09668
C 5.49962 -2.05148 -2.01443
C 4.01777 -2.50634 -1.75060
C 3.51957 -2.28710 -0.33970
C 3.61101 -0.81433 0.15706
N 3.37253 -0.65038 1.67622
C 3.54394 0.83798 2.11310
C 4.44578 1.04669 3.30863
C 4.78457 -0.35532 3.70929
C 4.57816 -1.24556 2.48754
C 1.97327 -1.14230 2.17868
H 5.43689 -1.00818 -2.32377
H 6.02727 -2.59950 -2.79505
H 6.25740 -1.99336 -1.23309
H 3.97360 -3.58850 -1.87336
H 3.27483 -2.12943 -2.45351
H 4.08675 -2.95773 0.30581
H 2.44473 -2.46534 -0.30729
H 2.80522 -0.22862 -0.28538
H 4.55834 -0.31979 -0.05764
H 2.57842 1.32209 2.25971
H 4.12490 1.21784 1.27268
H 3.85112 1.53173 4.08272
H 5.27236 1.68471 2.99592
H 4.17944 -0.70231 4.54685
H 5.74974 -0.47834 4.20064
H 4.39541 -2.24408 2.88460
H 5.49568 -0.95572 1.97544
H 1.98806 -2.23010 2.11102
H 1.25498 -0.63854 1.53185
H 1.83992 -1.02197 3.25378
C -1.59634 8.12253 1.43334
C -0.86731 7.10956 2.41363
C -0.85853 5.71007 1.88221
C -1.88767 4.66734 2.59288
N -1.74983 3.24579 1.93876
C -1.84701 3.35624 0.43526
C -2.67910 2.15321 0.05974
C -3.76486 2.03821 1.13053
C -2.94810 2.41252 2.39098
C -0.37383 2.55106 2.49167
H -1.42009 9.18124 1.62354
H -2.67185 7.94763 1.46127
H -1.29502 8.08826 0.38638
H -1.18998 7.08179 3.45441
H 0.18212 7.39687 2.47883
H 0.14402 5.28250 1.89585
H -1.26268 5.76118 0.87119
H -2.92549 4.99045 2.51153
H -1.59290 4.53331 3.63368
H -0.92875 3.54505 -0.12084
H -2.48419 4.22252 0.25736
H -1.94096 1.35425 0.12987
H -3.29626 2.19226 -0.83785
H -4.15385 1.02000 1.12527
H -4.62285 2.70919 1.08892
H -2.59169 1.46186 2.78762
H -3.64543 2.93281 3.04759
H -0.54357 2.35926 3.55115
H 0.39438 3.28626 2.25202
H -0.19441 1.58869 2.01235

=====

Respective calculated total energy values: -299.0723; -1864.1596; -544.3605; -1999.1721 Eh.